Record 1
The following is a quantum chemistry calculation of a cluster of 2 separate species, C4H12O3 in total in a non-equilibrium geometry, from the Open Molecules 2025 dataset.

Its SMILES is OCCCCO.O. For the energy above the lowest of the compared OMol25 structures with the same formula, charge and spin, the calculation gives 96.74 kJ/mol.

Geometry as ORCA input:
```
! RIJCOSX wB97M-V def2-TZVPD def2/J DEFGRID3
* xyz 0 1
O 0.000 0.000 0.000
C 0.937 -1.022 -0.075
C 1.746 -0.979 1.200
C 2.548 0.378 1.373
C 3.412 0.337 2.631
O 4.107 1.531 2.769
H -0.557 -0.169 -0.788
H 1.483 -0.877 -1.027
H 0.289 -1.912 -0.192
H 2.444 -1.838 1.222
H 1.004 -1.128 2.008
H 3.285 0.406 0.547
H 1.947 1.306 1.320
H 2.779 0.037 3.489
H 4.177 -0.450 2.486
H 3.621 2.296 3.139
O 6.267 -1.605 3.725
H 6.755 -0.752 3.764
H 5.444 -1.445 4.241
*
```


Record 2
The following is a quantum chemistry calculation of a cluster of 3 separate species, C4H12O3 in total in a non-equilibrium geometry, from the Open Molecules 2025 dataset.

Its SMILES is C/C=C/CO.O.O. For the energy above the lowest of the compared OMol25 structures with the same formula, charge and spin, the calculation gives 267.93 kJ/mol.

Geometry as ORCA input:
```
! RIJCOSX wB97M-V def2-TZVPD def2/J DEFGRID3
* xyz 0 1
C -0.296 -0.823 2.230
C 0.279 -0.966 0.823
C -0.345 -0.200 -0.107
C -0.161 -0.349 -1.566
O -0.756 0.886 -2.074
H 0.503 -0.452 2.910
H -0.811 -1.757 2.404
H -1.162 -0.135 2.258
H 0.652 -1.910 0.346
H -1.351 0.209 0.001
H 0.938 -0.395 -1.938
H -0.677 -1.219 -1.971
H -0.640 1.162 -2.993
O 6.230 -0.029 3.032
H 6.917 -0.639 3.154
H 5.555 -0.004 3.657
O -5.165 1.244 -2.392
H -4.548 1.567 -2.988
H -4.715 0.789 -1.646
*
```


Record 3
The following is a quantum chemistry calculation of a cluster of 3 separate species, C4H12O4 in total in a non-equilibrium geometry, from the Open Molecules 2025 dataset.

Its SMILES is O=CCCCO.O.O. For the energy above the lowest of the compared OMol25 structures with the same formula, charge and spin, the calculation gives 163.73 kJ/mol.

Geometry as ORCA input:
```
! RIJCOSX wB97M-V def2-TZVPD def2/J DEFGRID3
* xyz 0 1
O 3.010 -0.335 -1.304
C 2.459 0.111 -0.339
C 0.974 -0.096 -0.085
C 0.527 0.130 1.335
C -1.003 0.065 1.593
O -1.130 -0.522 2.890
H 2.906 0.767 0.436
H 0.541 0.575 -0.840
H 0.639 -1.069 -0.440
H 1.008 -0.477 2.099
H 0.804 1.144 1.657
H -1.520 -0.523 0.845
H -1.407 1.059 1.620
H -1.621 -1.338 2.943
O -2.606 1.130 -0.759
H -2.917 0.625 -1.512
H -1.806 1.578 -1.047
O -0.969 -0.584 -2.648
H -0.373 -0.140 -3.268
H -1.695 -0.730 -3.249
*
```


Record 4
The following is a quantum chemistry calculation of a cluster of 2 separate species, C4H12OS2 in total, from the Open Molecules 2025 dataset.

Its SMILES is CCSSCC.O. For the energy above the lowest of the compared OMol25 structures with the same formula, charge and spin, the calculation gives 21.32 kJ/mol.

Geometry as ORCA input:
```
! RIJCOSX wB97M-V def2-TZVPD def2/J DEFGRID3
* xyz 0 1
C 0.622 1.572 2.386
C 0.694 1.421 0.862
S 1.404 -0.148 0.319
S -0.184 -1.429 0.604
C -1.119 -1.260 -0.947
C -1.393 -2.602 -1.602
H -0.406 1.525 2.732
H 1.004 2.555 2.685
H 1.207 0.799 2.866
H 1.318 2.217 0.436
H -0.284 1.530 0.431
H -2.050 -0.733 -0.758
H -0.511 -0.606 -1.575
H -1.752 -2.512 -2.631
H -2.142 -3.153 -1.039
H -0.483 -3.204 -1.603
O -0.567 3.310 -2.085
H 0.076 3.180 -1.376
H -0.808 2.437 -2.403
*
```


Record 5
The following is a quantum chemistry calculation of a cluster of 2 separate species, C4H12OS2 in total in a non-equilibrium geometry, from the Open Molecules 2025 dataset.

Its SMILES is CCCSSC.O. For the energy above the lowest of the compared OMol25 structures with the same formula, charge and spin, the calculation gives 167.20 kJ/mol.

Geometry as ORCA input:
```
! RIJCOSX wB97M-V def2-TZVPD def2/J DEFGRID3
* xyz 0 1
C -1.300 -0.300 -1.520
C 0.015 -0.948 -2.024
C 1.303 -0.391 -1.403
S 1.490 -0.866 0.355
S 1.636 0.690 1.447
C 0.395 2.017 1.796
H -1.791 -1.152 -0.952
H -1.303 0.599 -0.873
H -2.088 -0.047 -2.237
H -0.048 -2.014 -2.098
H 0.108 -0.738 -3.110
H 2.089 -0.983 -1.802
H 1.472 0.676 -1.639
H -0.390 2.178 1.035
H -0.053 1.722 2.734
H 1.135 2.824 1.829
O -0.693 -1.235 2.576
H -0.333 -0.912 3.411
H -1.642 -1.121 2.474
*
```


Record 6
The following is a quantum chemistry calculation of a cluster of 2 separate species, C4H12P2 in total in a non-equilibrium geometry, from the Open Molecules 2025 dataset.

For the energy above the lowest of the compared OMol25 structures with the same formula, charge and spin, the calculation gives 417.47 kJ/mol.

Geometry as ORCA input:
```
! RIJCOSX wB97M-V def2-TZVPD def2/J DEFGRID3
* xyz 0 1
C 1.413 0.605 -1.688
C -2.205 0.733 1.125
C 1.543 0.748 -0.191
C 0.045 -1.054 0.647
P 0.602 -2.763 0.236
P -1.544 -0.540 -0.053
H 1.224 -0.406 -1.898
H 2.486 0.747 -2.080
H 0.624 1.267 -2.194
H -1.798 1.758 1.119
H -2.034 0.593 2.245
H -3.302 0.792 0.981
H 2.498 0.579 0.161
H 0.994 1.451 0.341
H -0.016 -0.944 1.695
H 0.744 -2.306 -1.149
H 1.885 -2.498 0.530
H -2.184 -1.432 0.797
*
```


Record 7
The following is a quantum chemistry calculation of a cluster of 2 separate species, C4H12P2S in total in a non-equilibrium geometry, from the Open Molecules 2025 dataset.

For the energy above the lowest of the compared OMol25 structures with the same formula, charge and spin, the calculation gives 401.08 kJ/mol.

Geometry as ORCA input:
```
! RIJCOSX wB97M-V def2-TZVPD def2/J DEFGRID3
* xyz 0 1
C 1.158 1.794 1.215
C 1.169 1.595 -1.586
C -0.937 -1.200 1.368
C -0.790 -1.303 -1.562
P 1.177 0.559 -0.154
P -0.863 -0.045 -0.102
S -4.164 -0.203 0.216
H 0.624 2.808 1.100
H 2.311 1.932 1.379
H 0.775 1.189 2.166
H 1.722 2.448 -1.547
H 0.051 1.828 -1.690
H 1.294 1.070 -2.484
H -0.069 -1.856 1.187
H -0.781 -0.555 2.180
H -1.842 -1.710 1.407
H -0.981 -0.773 -2.493
H -0.081 -2.139 -1.674
H -1.711 -1.863 -1.243
*
```


Record 8
The following is a quantum chemistry calculation of a cluster of 2 separate species, C4H12S in total in a non-equilibrium geometry, from the Open Molecules 2025 dataset.

Its SMILES is CSC.CC. For the energy above the lowest of the compared OMol25 structures with the same formula, charge and spin, the calculation gives 64.19 kJ/mol.

Geometry as ORCA input:
```
! RIJCOSX wB97M-V def2-TZVPD def2/J DEFGRID3
* xyz 0 1
C -0.372 -2.086 -0.866
S -0.148 -1.482 0.806
C -1.831 -1.508 1.399
H 0.528 -2.434 -1.282
H -1.127 -2.856 -0.986
H -0.724 -1.218 -1.431
H -2.502 -0.921 0.767
H -1.868 -0.915 2.330
H -2.219 -2.480 1.582
C 1.613 2.644 -0.391
C 1.017 3.632 -1.454
H 2.196 3.043 0.419
H 0.739 2.038 -0.181
H 2.144 1.910 -1.035
H 1.527 3.716 -2.394
H 0.955 4.632 -1.039
H -0.016 3.318 -1.660
*
```


Record 9
The following is a quantum chemistry calculation of a cluster of 2 separate species, C4H12S in total in a non-equilibrium geometry, from the Open Molecules 2025 dataset.

Its SMILES is CCS.CC. For the energy above the lowest of the compared OMol25 structures with the same formula, charge and spin, the calculation gives 79.97 kJ/mol.

Geometry as ORCA input:
```
! RIJCOSX wB97M-V def2-TZVPD def2/J DEFGRID3
* xyz 0 1
C 1.747 -0.612 -2.518
C 1.040 0.605 -1.946
S -0.499 0.669 -3.014
H 1.941 -0.392 -3.561
H 1.090 -1.479 -2.576
H 2.441 -1.004 -1.719
H 0.707 0.544 -0.917
H 1.551 1.599 -2.037
H -0.869 -0.608 -3.020
C -0.495 0.231 2.984
C -1.838 -0.079 2.354
H 0.264 -0.539 2.741
H -0.620 0.196 4.070
H -0.075 1.188 2.694
H -2.001 -1.150 2.447
H -2.666 0.539 2.724
H -1.718 0.294 1.293
*
```


Record 10
The following is a quantum chemistry calculation of a cluster of 2 separate species, C4H12S in total in a non-equilibrium geometry, from the Open Molecules 2025 dataset.

For the energy above the lowest of the compared OMol25 structures with the same formula, charge and spin, the calculation gives 79.54 kJ/mol.

Geometry as ORCA input:
```
! RIJCOSX wB97M-V def2-TZVPD def2/J DEFGRID3
* xyz 1 2
C 0.972 -0.186 -4.436
C 0.134 -1.171 -3.618
H 1.134 -0.646 -5.410
H 0.472 0.784 -4.581
H 1.883 0.093 -3.922
H -0.633 -1.607 -4.309
H -0.471 -0.524 -2.927
H 0.580 -2.064 -3.182
C 0.814 1.402 1.933
C -1.740 0.047 1.889
S -0.049 -0.115 2.408
H 0.084 2.181 1.738
H 1.265 1.571 2.922
H 1.380 1.339 0.997
H -2.432 -0.439 2.569
H -1.695 -0.458 0.898
H -2.060 1.102 2.004
*
```


Record 11
The following is a quantum chemistry calculation of a cluster of 2 separate species, C4H12S2 in total in a non-equilibrium geometry, from the Open Molecules 2025 dataset.

For the energy above the lowest of the compared OMol25 structures with the same formula, charge and spin, the calculation gives 109.25 kJ/mol.

Geometry as ORCA input:
```
! RIJCOSX wB97M-V def2-TZVPD def2/J DEFGRID3
* xyz -1 2
C -3.407 -0.264 -1.679
C -2.310 0.776 -1.696
S -0.645 0.095 -1.702
H -3.483 -0.742 -2.660
H -3.126 -0.953 -0.871
H -4.415 0.096 -1.440
H -2.364 1.320 -0.746
H -2.384 1.562 -2.451
H -0.855 -0.775 -2.717
C 1.450 1.234 2.545
C 1.197 0.361 1.335
S 2.247 -1.183 1.392
H 1.391 0.648 3.465
H 2.435 1.680 2.394
H 0.663 1.990 2.620
H 1.495 0.908 0.438
H 0.157 0.114 1.118
H 2.907 -0.823 2.510
*
```


Record 12
The following is a quantum chemistry calculation of an isolated molecule of C4H12S2Si in a non-equilibrium geometry, from the Open Molecules 2025 dataset.

Its SMILES is CSS[Si](C)(C)C. For the energy above the lowest of the compared OMol25 structures with the same formula, charge and spin, the calculation gives 242.38 kJ/mol.

Geometry as ORCA input:
```
! RIJCOSX wB97M-V def2-TZVPD def2/J DEFGRID3
* xyz 0 1
C 4.105 0.472 -0.159
S 2.577 -0.467 -0.099
S 0.852 1.398 0.038
Si -0.930 0.114 0.094
C -2.354 1.303 0.031
C -0.991 -1.107 1.567
C -0.660 -0.839 -1.552
H 4.945 -0.204 -0.329
H 4.493 0.979 0.807
H 3.992 1.138 -0.917
H -2.428 1.979 0.785
H -2.357 1.925 -0.836
H -3.275 0.912 0.112
H -0.141 -1.020 2.115
H -1.815 -0.897 2.115
H -1.053 -2.161 1.122
H -1.524 -1.352 -1.888
H -0.198 -0.182 -2.244
H -0.106 -1.726 -1.348
*
```


Record 13
The following is a quantum chemistry calculation of a cluster of 2 separate species, C4H12Si2 in total in a non-equilibrium geometry, from the Open Molecules 2025 dataset.

For the energy above the lowest of the compared OMol25 structures with the same formula, charge and spin, the calculation gives 283.61 kJ/mol.

Geometry as ORCA input:
```
! RIJCOSX wB97M-V def2-TZVPD def2/J DEFGRID3
* xyz 0 1
C -2.935 1.033 -0.297
C -2.616 -0.124 0.213
C 2.505 -0.856 0.173
C 0.691 1.569 0.845
Si -1.097 -1.189 -0.170
Si 0.854 0.068 -0.238
H -3.846 1.418 0.205
H -2.381 1.315 -1.174
H -3.145 -0.433 1.194
H 3.174 -0.279 0.872
H 2.112 -1.738 0.709
H 3.112 -1.177 -0.688
H -0.312 2.151 0.897
H 0.774 1.040 1.902
H 1.592 2.262 0.680
H -0.689 -2.350 0.720
H -2.080 -1.696 -2.052
H 1.138 0.430 -1.672
*
```


Record 14
The following is a quantum chemistry calculation of a structure of composition C4H13B2N3 in a non-equilibrium geometry, from the Open Molecules 2025 dataset.

For the energy above the lowest of the compared OMol25 structures with the same formula, charge and spin, the calculation gives 26.17 kJ/mol.

Geometry as ORCA input:
```
! RIJCOSX wB97M-V def2-TZVPD def2/J DEFGRID3
* xyz 0 1
B 1.165 0.436 -0.488
B -0.715 -0.530 -1.108
N 0.442 0.146 -1.693
N 0.410 0.260 0.731
N -0.679 -0.508 0.351
C 2.618 1.120 -0.561
C -2.086 -0.476 -1.816
C 0.892 0.441 2.062
C -1.649 -1.097 1.257
H 0.616 0.346 -2.668
H 3.266 0.676 0.212
H 2.705 2.204 -0.573
H 2.919 0.762 -1.556
H -2.622 0.453 -1.612
H -1.979 -0.730 -2.867
H -2.714 -1.245 -1.325
H 1.541 -0.356 2.387
H 0.116 0.555 2.799
H 1.481 1.337 2.022
H -1.208 -1.511 2.161
H -2.114 -1.920 0.742
H -2.405 -0.362 1.545
*
```